# 1
Below is a 6-piece molecular cluster, C12H24Br12 overall at a distorted geometry, with properties calculated with ωB97M-V/def2-TZVPD.

Results
**Spin multiplicity**: 1
**Strongest force on any atom**: 1.38 eV/A
**HOMO-LUMO gap**: 10.1 eV
**SMILES**: BrCCBr.BrCCBr.BrCCBr.BrCCBr.BrCCBr.BrCCBr

Each line ends with the natural charge from an NBO analysis.
Atoms and positions in Å:
Br1 1.813 0.278 -6.429  -0.02
C1 0.198 -0.441 -5.551  -0.44
C2 -0.206 0.400 -4.367  -0.44
Br2 -1.981 -0.142 -3.752  -0.01
H1 0.289 -1.508 -5.380  0.24
H2 -0.557 -0.334 -6.328  0.23
H3 -0.294 1.455 -4.604  0.23
H4 0.464 0.283 -3.518  0.22
Br3 3.635 1.913 3.331  -0.01
C3 3.833 3.810 3.795  -0.46
C4 3.235 4.803 2.811  -0.46
Br4 3.151 6.470 3.773  0.01
H5 4.869 4.060 4.034  0.23
H6 3.421 3.949 4.795  0.23
H7 2.233 4.514 2.506  0.23
H8 3.849 4.982 1.935  0.23
Br5 0.776 -4.411 -0.212  -0.02
C5 0.061 -4.975 -1.956  -0.43
C6 0.597 -4.012 -2.977  -0.44
Br6 -0.145 -4.477 -4.739  -0.02
H9 -1.017 -5.025 -1.856  0.23
H10 0.408 -5.988 -2.135  0.23
H11 1.681 -4.088 -3.027  0.23
H12 0.367 -2.964 -2.814  0.23
Br7 -6.066 -2.326 -0.473  -0.01
C7 -4.136 -2.215 -0.824  -0.45
C8 -3.515 -3.575 -0.985  -0.43
Br8 -4.181 -4.396 -2.658  -0.04
H13 -3.706 -1.753 0.067  0.23
H14 -3.947 -1.505 -1.623  0.23
H15 -3.890 -4.263 -0.236  0.24
H16 -2.434 -3.511 -1.034  0.22
Br9 -0.700 -1.191 -0.511  -0.03
C9 -0.024 0.460 0.318  -0.43
C10 0.814 1.251 -0.644  -0.44
Br10 1.475 2.889 0.215  -0.01
H17 0.451 0.136 1.238  0.23
H18 -0.887 1.060 0.592  0.23
H19 0.246 1.504 -1.537  0.22
H20 1.684 0.698 -0.995  0.23
Br11 -1.217 2.585 3.119  -0.01
C11 0.096 2.378 4.551  -0.45
C12 -0.586 2.208 5.900  -0.44
Br12 0.680 1.500 7.206  -0.01
H21 0.670 3.304 4.600  0.21
H22 0.794 1.576 4.338  0.24
H23 -1.374 1.471 5.761  0.23
H24 -0.931 3.162 6.279  0.23



# 2
Below is C12H24Br12 as an isolated structure at a distorted geometry, with properties calculated with ωB97M-V/def2-TZVPD.

Results
**Spin multiplicity**: 1
**Strongest force on any atom**: 19.45 eV/A
**HOMO-LUMO gap**: 8.8 eV

Each line ends with the natural charge from an NBO analysis.
Atoms and positions in Å:
Br1 -2.612 0.623 -2.379  -0.07
C1 -0.835 1.547 -1.884  -0.30
C2 -1.107 2.627 -0.910  -0.50
Br2 -2.350 4.069 -1.586  -0.03
H1 -0.615 1.991 -2.855  0.24
H2 -0.026 0.870 -1.612  0.04
H3 -0.191 3.086 -0.536  0.21
H4 -1.691 2.264 -0.064  0.23
Br3 -1.726 -4.128 4.686  -0.02
C3 -1.092 -2.782 3.376  -0.44
C4 0.250 -3.239 2.866  -0.48
Br4 0.942 -2.057 1.353  0.10
H5 -0.898 -1.905 3.995  0.22
H6 -1.803 -2.691 2.555  0.23
H7 0.015 -4.202 2.413  0.22
H8 1.027 -3.284 3.630  0.22
Br5 3.538 3.823 1.224  -0.01
C5 1.659 4.167 1.786  -0.42
C6 0.773 3.170 0.972  -0.40
Br6 -1.116 3.491 1.408  0.09
H9 1.540 5.225 1.550  0.23
H10 1.533 4.095 2.866  0.23
H11 1.112 2.141 1.095  0.10
H12 0.957 3.472 -0.059  0.20
Br7 -3.441 -1.406 -0.354  -0.04
C7 -2.586 -3.016 -1.261  -0.43
C8 -3.619 -4.114 -1.576  -0.40
Br8 -2.825 -5.487 -2.861  -0.05
H13 -1.878 -3.483 -0.576  0.20
H14 -1.898 -2.635 -2.016  0.22
H15 -4.490 -3.695 -2.081  0.22
H16 -3.998 -4.668 -0.717  0.23
Br9 -0.160 -2.826 -1.647  0.05
C9 0.471 -1.271 -0.674  -0.35
C10 -0.687 -0.517 0.118  -0.61
Br10 0.307 1.071 0.893  0.15
H17 0.802 -0.551 -1.423  0.11
H18 1.193 -1.640 0.054  0.10
H19 -1.111 -1.051 0.967  0.24
H20 -1.498 -0.090 -0.471  0.26
Br11 5.463 2.758 -1.036  -0.01
C11 3.960 1.519 -0.672  -0.43
C12 3.020 1.634 -1.811  -0.55
Br12 1.323 0.827 -1.665  0.27
H21 3.465 1.840 0.245  0.22
H22 4.321 0.491 -0.667  0.22
H23 3.614 1.233 -2.632  0.24
H24 2.970 2.702 -2.025  0.23



# 3
Below is C12H24Br8O4Sr4 as an isolated structure at a distorted geometry, with properties calculated with ωB97M-V/def2-TZVPD.

Results
**Spin multiplicity**: 1
**Total charge**: +4
**Strongest force on any atom**: 3.79 eV/A
**HOMO-LUMO gap**: 1.7 eV

Each line ends with the Löwdin charge.
Atoms and positions in Å:
Sr1 -2.585 2.913 4.509  1.69
Sr2 -2.086 3.126 -2.318  1.56
Sr3 -0.594 4.455 1.180  1.46
Sr4 -4.272 2.129 1.086  1.56
O1 -1.800 2.124 2.030  -0.73
C1 -1.056 1.175 1.232  -0.32
C2 -1.737 0.547 -0.034  -0.37
O2 -2.792 1.170 -0.715  -0.57
H1 -0.632 0.399 1.870  0.10
H2 -0.158 1.622 0.805  0.08
H3 -1.931 -0.505 0.173  0.09
H4 -0.946 0.590 -0.783  0.09
O3 1.959 4.436 1.100  -0.35
C3 2.374 3.751 -0.099  -0.25
C4 1.520 3.785 -1.474  -0.30
O4 0.122 3.807 -1.461  -0.57
H5 2.491 2.701 0.166  0.08
H6 3.362 4.151 -0.329  0.14
H7 1.833 2.979 -2.139  0.10
H8 1.770 4.647 -2.093  0.12
Br1 -5.243 -3.253 -1.592  0.61
C5 -3.380 -3.140 -0.841  -0.67
C6 -2.475 -2.588 -1.890  -0.75
Br2 -2.047 -3.945 -3.259  0.67
H9 -3.016 -4.140 -0.606  0.06
H10 -3.373 -2.550 0.075  0.00
H11 -1.533 -2.335 -1.405  0.02
H12 -2.855 -1.688 -2.373  0.03
Br3 4.308 0.557 -3.405  0.63
C7 2.540 0.760 -4.311  -0.60
C8 1.392 0.178 -3.381  -0.60
Br4 -0.424 -0.039 -4.323  0.56
H13 2.574 0.207 -5.250  0.06
H14 2.421 1.837 -4.425  0.04
H15 1.181 0.698 -2.446  0.00
H16 1.609 -0.866 -3.157  0.02
Br5 1.196 -4.114 3.484  0.71
C9 -0.661 -3.517 3.848  -0.67
C10 -1.186 -2.717 2.688  -0.66
Br6 -2.989 -2.085 3.167  0.62
H17 -0.667 -2.978 4.796  0.06
H18 -1.231 -4.414 4.090  0.07
H19 -1.172 -3.246 1.735  0.07
H20 -0.613 -1.791 2.657  0.00
Br7 3.484 0.622 3.403  0.67
C11 2.605 -0.854 2.419  -0.69
C12 2.646 -0.434 0.988  -0.71
Br8 1.591 -1.640 -0.138  0.69
H21 1.561 -0.828 2.732  0.01
H22 2.993 -1.868 2.518  0.05
H23 3.675 -0.402 0.631  0.07
H24 2.246 0.573 0.868  0.00



# 4
Below is a 2-piece molecular cluster, C12H24BrCl2N2O2 overall at a distorted geometry, with properties calculated with ωB97M-V/def2-TZVPD.

Results
**Spin multiplicity**: 1
**Total charge**: -1
**Strongest force on any atom**: 2.55 eV/A
**HOMO-LUMO gap**: 6.7 eV

Each line ends with the natural charge from an NBO analysis.
Atoms and positions in Å:
C1 -0.429 2.191 1.597  -0.64
C2 -1.197 1.807 0.268  -0.22
N1 -0.285 1.538 -0.858  -0.67
C3 -0.101 0.062 -1.128  0.18
C4 1.173 0.005 -2.058  -0.41
C5 1.955 -1.340 -2.102  -0.43
C6 2.985 -1.480 -0.912  -0.40
Br1 3.047 -3.314 -0.160  -0.06
N2 0.021 -0.595 0.164  -0.67
C7 -0.340 -2.016 0.194  -0.23
C8 -1.743 -2.354 0.833  -0.22
C9 -2.254 -1.315 1.885  -0.62
C10 -2.844 -2.712 -0.242  -0.61
C11 -1.335 -0.391 -1.996  0.72
O1 -1.093 -1.241 -2.886  -0.78
O2 -2.506 0.018 -1.814  -0.77
H1 0.636 2.311 1.284  0.21
H2 -0.750 3.196 1.945  0.19
H3 -0.491 1.407 2.375  0.19
H4 -1.758 2.736 -0.005  0.17
H5 -1.978 1.040 0.430  0.22
H6 -0.757 1.911 -1.681  0.37
H7 0.906 0.333 -3.084  0.23
H8 1.874 0.786 -1.667  0.18
H9 1.326 -2.239 -2.227  0.25
H10 2.598 -1.302 -3.015  0.20
H11 2.844 -0.714 -0.129  0.21
H12 4.006 -1.314 -1.317  0.21
H13 0.888 -0.386 0.644  0.36
H14 0.413 -2.515 0.851  0.19
H15 -0.278 -2.542 -0.779  0.21
H16 -1.591 -3.310 1.394  0.18
H17 -2.531 -1.859 2.823  0.19
H18 -1.511 -0.554 2.177  0.22
H19 -3.206 -0.887 1.506  0.21
H20 -2.387 -3.122 -1.164  0.23
H21 -3.462 -3.536 0.198  0.17
H22 -3.539 -1.872 -0.427  0.23
C12 2.869 4.784 1.821  -0.40
Cl1 1.551 5.047 2.972  -0.03
Cl2 2.443 3.576 0.605  0.01
H23 3.088 5.722 1.321  0.21
H24 3.744 4.441 2.365  0.21



# 5
Below is a 4-piece molecular cluster, C12H24BrN2O13P3S overall at a distorted geometry, with properties calculated with ωB97M-V/def2-TZVPD.

Results
**Spin multiplicity**: 1
**Strongest force on any atom**: 11.95 eV/A
**HOMO-LUMO gap**: 7.6 eV
**SMILES**: N#CO[C@@](OC(=O)[PH2]=S)([PH2]=N)P(O)Br.COC(=O)OC.COC(=O)OC.COC(=O)OC

Each line ends with the natural charge from an NBO analysis.
Atoms and positions in Å:
N1 4.109 -8.330 1.203  -0.29
C1 4.499 -7.156 1.651  0.46
O1 4.434 -5.808 2.260  -0.48
C2 4.381 -4.750 1.219  -0.05
O2 2.978 -4.279 0.978  -0.56
C3 2.307 -5.115 -0.027  0.48
O3 1.710 -6.293 0.306  -0.48
P1 2.123 -4.643 -1.906  0.68
S1 0.250 -4.189 -2.231  -0.51
P2 5.258 -3.215 2.041  1.22
N2 6.777 -3.546 2.502  -1.26
P3 5.340 -5.161 -0.380  0.95
O4 6.900 -5.873 -0.066  -0.94
Br1 5.862 -3.190 -1.478  -0.19
H1 3.039 -3.578 -2.302  0.03
H2 2.395 -5.843 -2.702  0.05
H3 4.502 -2.888 3.222  -0.02
H4 5.174 -2.063 1.144  -0.01
H5 6.997 -4.532 2.221  0.38
H6 6.978 -6.618 -0.750  0.52
C4 -2.209 1.531 0.605  -0.26
O5 -2.097 0.112 0.511  -0.50
C5 -0.872 -0.374 0.835  0.99
O6 0.092 0.288 1.185  -0.65
O7 -0.906 -1.724 0.704  -0.49
C6 0.324 -2.375 1.015  -0.25
H7 -3.229 1.808 0.323  0.20
H8 -2.033 1.865 1.632  0.19
H9 -1.515 2.020 -0.087  0.20
H10 0.601 -2.198 2.059  0.19
H11 1.119 -2.043 0.340  0.18
H12 0.182 -3.451 0.875  0.20
C7 -7.543 4.196 -3.276  -0.26
O8 -7.430 2.777 -3.370  -0.50
C8 -6.206 2.292 -3.045  0.98
O9 -5.241 2.954 -2.695  -0.64
O10 -6.240 0.942 -3.177  -0.50
C9 -5.010 0.290 -2.866  -0.26
H13 -8.562 4.474 -3.558  0.20
H14 -7.367 4.530 -2.249  0.19
H15 -6.849 4.685 -3.968  0.19
H16 -4.733 0.468 -1.822  0.19
H17 -4.215 0.623 -3.541  0.19
H18 -5.152 -0.785 -3.006  0.20
C10 -1.407 8.090 1.411  -0.26
O11 -1.295 6.671 1.317  -0.50
C11 -0.070 6.185 1.641  0.98
O12 0.894 6.847 1.992  -0.64
O13 -0.104 4.835 1.510  -0.50
C12 1.126 4.184 1.821  -0.26
H19 -2.427 8.367 1.129  0.20
H20 -1.231 8.423 2.438  0.19
H21 -0.714 8.578 0.719  0.19
H22 1.403 4.361 2.865  0.19
H23 1.920 4.516 1.146  0.19
H24 0.983 3.108 1.681  0.21



The highest strongest force on any atom belongs to which entry?
number 2